Entry one
A 2-piece molecular cluster, C2H8N6 overall. Source: the Open Molecules 2025 dataset; level of theory: the ωB97M-V functional and the def2-TZVPD basis.

Values from the calculation:
LUMO energy = -0.319 hartree

```
! wB97M-V def2-TZVPD RIJCOSX def2/J DEFGRID3
* xyz 2 1
C -0.7360 -1.1741 -0.0010
C 1.2405 0.2372 -0.9794
N -1.6206 -0.4819 0.3639
N 1.0951 -0.5492 -1.8583
N 1.5588 1.0902 -0.0838
N -0.1066 -2.3034 -0.0044
N -2.4607 0.3905 0.7350
N 0.7574 1.8505 0.8185
H 0.7846 -0.6319 -2.8237
H 2.5502 1.3597 -0.0830
H -0.4163 -2.9736 0.6783
H 0.6216 -2.7083 -0.5632
H -2.0942 1.2870 1.2497
H -3.2056 0.4320 0.0975
H 0.8153 1.4229 1.7570
H 1.2165 2.7524 0.6970
*
```


Entry two
A 2-piece molecular cluster, C2H8N6 overall. Source: the Open Molecules 2025 dataset; level of theory: the ωB97M-V functional and the def2-TZVPD basis.

Values from the calculation:
LUMO energy = -0.301 hartree

```
! wB97M-V def2-TZVPD RIJCOSX def2/J DEFGRID3
* xyz 2 1
C -1.5924 -0.9678 -0.7387
C 1.1227 0.6072 -0.6224
N -2.2369 -1.3632 -1.6393
N 1.8374 0.6857 0.2900
N -0.8465 -0.3716 0.0325
N 0.9929 0.8187 -1.8680
N 2.1414 0.2327 1.4862
N -1.2876 0.0307 1.3395
H -2.8714 -2.0576 -2.1309
H 1.6681 0.7224 -2.6062
H 0.0028 0.9496 -2.2255
H 2.5256 -0.6795 1.4219
H 2.6356 0.9004 2.0559
H -2.2704 0.3334 1.5551
H -0.8243 0.8349 1.5595
H -0.9969 -0.6761 2.0903
*
```


The winner here is entry two, beating the second structure by 0.340 eV.


Entry one
One molecule with the formula CH3NO4S. Source: the Open Molecules 2025 dataset; level of theory: the ωB97M-V functional and the def2-TZVPD basis.

Values from the calculation:
LUMO energy = 0.022 hartree

```
! wB97M-V def2-TZVPD RIJCOSX def2/J DEFGRID3
* xyz 0 1
C 0.6849 -1.5659 0.3372
N -0.9771 1.1526 -0.2426
O -0.6737 -1.4881 0.2308
O 1.5333 -0.7710 0.2866
O -2.9852 -0.4763 -0.3711
O -0.0505 1.4764 0.7548
S -1.8846 -0.1403 0.4217
H 0.7115 -2.6904 0.3003
H -1.3245 2.0489 -0.4947
H 0.8767 1.0470 0.4256
*
```


Entry two
A 2-piece molecular cluster, CH3NO4S overall. Source: the Open Molecules 2025 dataset; level of theory: the ωB97M-V functional and the def2-TZVPD basis.

Values from the calculation:
LUMO energy = -0.027 hartree

```
! wB97M-V def2-TZVPD RIJCOSX def2/J DEFGRID3
* xyz 0 1
C 1.7544 -0.6629 0.5590
N 0.3096 0.6717 -0.7267
O 1.9969 0.3289 1.2077
O -3.1270 -0.1875 -0.6704
O -2.1985 -0.3061 1.5487
O 0.9415 -0.6325 -0.4785
S -2.3994 0.4793 0.3466
H 1.9764 -1.6532 0.6713
H -0.2582 0.5817 -1.5563
H 1.0044 1.3807 -0.9016
*
```


The winner here is entry two, beating the second structure by 1.213 eV.


Entry one
One molecule with the formula C3H3NOS. Source: the Open Molecules 2025 dataset; level of theory: the ωB97M-V functional and the def2-TZVPD basis.

Values from the calculation:
LUMO energy = -0.043 hartree
SMILES = N=C=CSC=O

```
! wB97M-V def2-TZVPD RIJCOSX def2/J DEFGRID3
* xyz 0 1
C 0.4302 -0.9355 -0.2541
C -2.1992 0.7486 -0.0346
C 1.5956 -0.2582 0.0002
N 2.6246 0.1271 0.5228
O -3.3399 1.1226 -0.0305
S -1.8007 -0.8762 -0.3587
H 0.6118 -2.0794 -0.4427
H -1.3136 1.3924 0.3546
H 3.3912 0.7586 0.2430
*
```


Entry two
One molecule with the formula C3H3NOS. Source: the Open Molecules 2025 dataset; level of theory: the ωB97M-V functional and the def2-TZVPD basis.

Values from the calculation:
LUMO energy = -0.060 hartree
SMILES = N#CC(=S)CO

```
! wB97M-V def2-TZVPD RIJCOSX def2/J DEFGRID3
* xyz 0 1
C -0.8931 -1.2865 -0.9366
C 0.3448 0.1017 0.8405
C -0.5165 0.0059 -0.6785
N -1.1375 -2.3660 -1.1632
O 0.8117 1.3522 0.9849
S -0.5695 1.2439 -1.6580
H 1.0804 -0.7127 0.6980
H -0.1982 -0.1156 1.7851
H 1.0779 1.7772 0.1279
*
```


Entry three
One molecule with the formula C3H3NOS. Source: the Open Molecules 2025 dataset; level of theory: the ωB97M-V functional and the def2-TZVPD basis.

Values from the calculation:
LUMO energy = 0.023 hartree
SMILES = NC(=O)C#CS

```
! wB97M-V def2-TZVPD RIJCOSX def2/J DEFGRID3
* xyz 0 1
C 0.5482 -0.4334 -1.0773
C 0.2339 -1.4086 -1.7542
C 1.3855 0.8559 -0.6592
N 0.6687 1.7646 0.0705
O 2.4776 1.0107 -1.1259
S -0.7111 -2.7068 -2.3186
H 0.3309 1.5664 0.9506
H 1.0974 2.6856 0.2715
H -0.2867 -2.9194 -3.5142
*
```


The winner here is entry two, beating the second structure by 0.259 eV.